Record 1
Entry from OMol25: a 9-piece molecular cluster, C25H27F8NO26 overall at a distorted geometry (ωB97M-V/def2-TZVPD).

Its structure (SMILES) is O=C1OC[C@@H](F)O1.O=C1OC[C@@H](F)O1.O=C1OC[C@@H](F)O1.O=C1OC[C@@H](F)O1.O=C1OC[C@@H](F)O1.O=C1OC[C@@H](F)O1.O=C1OC[C@@H](F)O1.O=C1OC[C@@H](F)O1.C[N+](=O)[O-]. The orbital gap is 10.8713 eV. For the energy relative to the best compared isomer or geometry (same formula, charge and spin), the calculation gives 24.9 kcal per mole. Its total charge is 0.

Geometry (Å):
O (3.807, -0.875, -5.831)
C (4.013, -0.688, -4.680)
O (5.185, -0.821, -4.026)
C (4.985, -0.465, -2.664)
C (3.481, -0.451, -2.556)
F (3.004, 0.465, -1.680)
O (3.087, -0.131, -3.863)
H (5.435, -1.144, -1.944)
H (5.353, 0.556, -2.514)
H (3.157, -1.465, -2.304)
O (-4.005, -1.122, -6.807)
C (-3.035, -1.487, -6.229)
O (-2.835, -2.710, -5.700)
C (-1.715, -2.565, -4.828)
C (-0.889, -1.434, -5.430)
F (-0.013, -1.906, -6.348)
O (-1.924, -0.718, -6.093)
H (-2.101, -2.267, -3.852)
H (-1.121, -3.465, -4.681)
H (-0.415, -0.788, -4.700)
O (0.091, -1.852, 6.931)
C (-0.764, -1.099, 6.607)
O (-1.957, -0.915, 7.185)
C (-2.657, 0.066, 6.461)
C (-1.610, 0.780, 5.605)
F (-1.215, 1.971, 6.083)
O (-0.564, -0.198, 5.601)
H (-3.512, -0.274, 5.870)
H (-3.200, 0.771, 7.098)
H (-2.009, 0.805, 4.590)
O (0.969, -2.392, -1.161)
C (1.171, -3.427, -1.699)
O (0.581, -4.599, -1.414)
C (1.127, -5.635, -2.210)
C (1.899, -4.885, -3.277)
F (1.134, -4.853, -4.431)
O (1.979, -3.560, -2.785)
H (1.904, -6.162, -1.633)
H (0.414, -6.420, -2.437)
H (2.893, -5.230, -3.550)
O (0.199, 1.405, -4.380)
C (0.315, 2.370, -3.699)
O (1.402, 3.125, -3.568)
C (1.225, 4.068, -2.497)
C (-0.319, 4.128, -2.436)
F (-0.777, 5.034, -3.344)
O (-0.638, 2.824, -2.858)
H (1.769, 3.897, -1.566)
H (1.722, 4.969, -2.861)
H (-0.758, 4.369, -1.474)
O (-1.053, -4.855, 6.099)
C (-1.152, -4.357, 5.039)
O (-0.287, -4.535, 4.005)
C (-0.746, -3.748, 2.911)
C (-2.184, -3.430, 3.274)
F (-3.007, -4.436, 2.786)
O (-2.183, -3.551, 4.673)
H (-0.205, -2.797, 2.909)
H (-0.689, -4.213, 1.932)
H (-2.689, -2.497, 3.043)
O (-0.749, 3.334, 0.885)
C (-0.797, 4.393, 1.448)
O (-1.199, 4.493, 2.703)
C (-0.794, 5.777, 3.188)
C (-0.997, 6.578, 1.871)
F (-0.191, 7.658, 1.812)
O (-0.443, 5.588, 0.966)
H (-1.347, 6.180, 4.030)
H (0.272, 5.755, 3.418)
H (-2.028, 6.846, 1.639)
O (-1.645, -0.236, 2.176)
C (-1.435, -0.147, 1.007)
O (-0.212, -0.112, 0.439)
C (-0.342, 0.392, -0.891)
C (-1.803, 0.033, -1.191)
F (-1.832, -1.196, -1.829)
O (-2.396, -0.032, 0.060)
H (-0.348, 1.484, -0.899)
H (0.312, 0.051, -1.685)
H (-2.240, 0.777, -1.857)
C (1.217, 1.535, 3.363)
N (1.680, 2.949, 3.558)
O (1.484, 3.560, 4.580)
O (2.205, 3.430, 2.569)
H (1.530, 1.035, 4.277)
H (1.861, 1.189, 2.563)
H (0.163, 1.505, 3.112)

Record 2
Entry from OMol25: C25H27FeN7PS as an isolated structure (ωB97M-V/def2-TZVPD).

The orbital gap is 7.3232 eV. For the energy relative to the best compared isomer or geometry (same formula, charge and spin), the calculation gives 0.0 kcal per mole. Its total charge is +1.

Geometry (Å):
Fe (-0.021, 0.541, 0.697)
N (-1.998, 4.290, -0.020)
C (-1.253, 3.175, 0.083)
S (-1.353, 2.252, 1.548)
N (-0.489, 2.897, -0.962)
N (0.192, 1.743, -0.800)
C (1.046, 1.388, -1.693)
C (1.693, 0.107, -1.457)
C (2.680, -0.413, -2.284)
C (3.213, -1.656, -1.992)
C (2.738, -2.350, -0.890)
C (1.759, -1.763, -0.107)
N (1.258, -0.557, -0.364)
H (-2.503, 4.622, 0.782)
H (-1.833, 4.914, -0.792)
H (1.241, 1.992, -2.572)
H (3.010, 0.154, -3.144)
H (3.984, -2.082, -2.620)
H (3.112, -3.332, -0.639)
H (1.351, -2.274, 0.755)
C (-0.369, 0.391, -4.708)
C (-1.331, 1.333, -4.378)
C (-2.021, 1.190, -3.188)
C (-1.703, 0.115, -2.367)
N (-0.779, -0.796, -2.669)
C (-0.134, -0.653, -3.825)
C (-2.457, -0.141, -1.107)
C (-3.840, -0.263, -1.190)
C (-4.556, -0.652, -0.076)
C (-3.861, -0.959, 1.080)
C (-2.487, -0.799, 1.096)
N (-1.795, -0.339, 0.038)
C (-1.660, -1.160, 2.267)
C (-2.134, -1.919, 3.329)
C (-1.262, -2.297, 4.334)
C (0.068, -1.924, 4.242)
C (0.461, -1.159, 3.161)
N (-0.378, -0.766, 2.201)
H (0.183, 0.453, -5.636)
H (-1.541, 2.164, -5.039)
H (-2.770, 1.906, -2.876)
H (0.603, -1.414, -4.055)
H (-4.326, -0.075, -2.137)
H (-5.633, -0.744, -0.113)
H (-4.388, -1.302, 1.958)
H (-3.166, -2.231, 3.365)
H (-1.615, -2.888, 5.168)
H (0.792, -2.215, 4.990)
H (1.490, -0.847, 3.049)
C (3.420, 0.870, 1.602)
P (1.759, 1.630, 1.720)
C (2.101, 3.298, 1.074)
C (1.617, 1.955, 3.509)
H (4.164, 1.507, 2.083)
H (3.694, 0.737, 0.555)
H (3.442, -0.109, 2.082)
H (2.894, 3.771, 1.654)
H (1.200, 3.906, 1.133)
H (2.410, 3.238, 0.031)
H (2.497, 2.489, 3.869)
H (1.523, 1.022, 4.064)
H (0.727, 2.554, 3.692)

The records above yield HOMO values of -10.93, -10.24 eV, respectively.